No. 1
Formula: C4H11NS
Source: OMol25
Level of theory: ωB97M-V/def2-TZVPD

Calculated values
- <S²> = 0.755
- max |F| (eV Å⁻¹) = 3.1
- M (g/mol) = 105.21
- gap between HOMO and LUMO (spin up / spin down) (eV) = 9.988 / 5.352
- highest occupied orbital energy (spin up / spin down) (eV) = -13.10 / -13.07
- spin multiplicity = 2
- relative energy (zero: lowest compared OMol25 entry of this formula, charge and spin) (kJ/mol) = 104.6
- net charge = +1

Atoms and positions in Å:
C -1.1303 -1.8468 -1.2218
N -0.3475 -1.1559 -0.1940
C -0.3160 0.2839 -0.1363
C 1.0915 0.9164 -0.1771
S 1.7119 1.5383 1.5423
C -2.6097 -1.4840 -1.3251
H -1.0474 -2.9163 -1.0903
H -0.6019 -1.8317 -2.1926
H 0.2928 -1.7760 0.2933
H -1.0086 0.4662 -0.9630
H -0.7519 0.5835 0.8057
H 1.2533 1.8916 -0.6227
H 1.8949 0.2133 -0.3873
H 0.8589 2.5834 1.6529
H -3.1097 -0.8236 -0.6038
H -3.1599 -2.4100 -1.5151
H -2.6857 -0.9109 -2.3035

No. 2
Formula: C12H10FN3OS
Source: OMol25
Level of theory: ωB97M-V/def2-TZVPD

Calculated values
- max |F| (eV Å⁻¹) = 4.4
- M (g/mol) = 263.30
- gap between HOMO and LUMO (eV) = 6.989
- highest occupied orbital energy (eV) = -7.87
- SMILES string = NC(=S)N1C=C(N)/C(=C/c2ccc(F)cc2)C1=O
- net charge = 0

Atoms and positions in Å:
N 3.7099 -0.2770 -1.5410
C 3.5869 -1.0195 -0.3910
S 4.9870 -1.5631 0.3315
N 2.3349 -1.1957 0.1869
C 2.0969 -1.9234 1.3542
C 0.8298 -1.6402 1.8085
N 0.3090 -2.0872 3.0223
C 0.2270 -0.7097 0.8488
C -1.0226 -0.1590 0.9150
C -1.7230 0.7208 0.0033
C -2.9970 0.3276 -0.4296
C -3.6761 1.1415 -1.3379
C -3.1675 2.3606 -1.7765
F -3.9081 3.0804 -2.6544
C -1.8928 2.7504 -1.3729
C -1.1934 1.9406 -0.4450
C 1.2085 -0.5154 -0.2029
O 1.0125 0.0858 -1.3140
H 2.8375 0.0122 -1.9552
H 4.5618 -0.3738 -2.1194
H 2.8487 -2.5276 1.8202
H 0.8768 -2.7038 3.6207
H -0.3641 -1.4943 3.5001
H -1.6283 -0.4269 1.7660
H -3.4509 -0.5970 -0.1321
H -4.6888 0.8488 -1.6903
H -1.4840 3.6585 -1.7491
H -0.2308 2.2863 -0.0662

No. 3
Formula: C19H26N3O4Si2V
Source: OMol25
Level of theory: ωB97M-V/def2-TZVPD

Calculated values
- max |F| (eV Å⁻¹) = 0.4
- M (g/mol) = 467.55
- gap between HOMO and LUMO (spin up / spin down) (eV) = 7.315 / 6.951
- highest occupied orbital energy (spin up / spin down) (eV) = -15.53 / -15.62
- net charge = +2

Atoms and positions in Å:
V -0.1817 0.3106 0.9353
C -3.1374 -1.0518 -1.4766
Si -3.2139 -0.4241 0.2623
C -2.6842 -1.7013 1.5217
C -4.8184 0.3925 0.7027
N -1.8258 0.8104 0.3609
C -1.6900 2.1240 0.7172
C -2.7010 2.9568 1.2577
C -2.4058 4.2550 1.5478
C -1.0964 4.7814 1.3716
C -0.0812 4.0056 0.9090
C -0.3497 2.6548 0.5581
N 0.5850 1.7499 0.1589
Si 2.3232 2.0500 -0.4700
C 2.0694 3.0948 -1.9776
C 3.2503 2.8493 0.9295
C 2.9397 0.3353 -0.8249
H -3.7897 -1.9219 -1.5838
H -2.1271 -1.3659 -1.7477
H -3.4655 -0.3020 -2.1973
H -3.5519 -2.2981 1.8141
H -2.3061 -1.2650 2.4536
H -1.9429 -2.3972 1.1248
H -5.5963 -0.3634 0.5540
H -5.0720 1.2346 0.0588
H -4.8780 0.6982 1.7482
H -3.6971 2.5688 1.3940
H -3.1833 4.9076 1.9217
H -0.9104 5.8175 1.6198
H 0.9178 4.4002 0.7952
H 1.6091 4.0586 -1.7580
H 1.4614 2.5844 -2.7262
H 3.0424 3.2979 -2.4329
H 3.0531 3.9153 1.0387
H 4.3213 2.7416 0.7382
H 3.0463 2.3643 1.8866
H 2.2721 -0.2284 -1.4784
H 3.1242 -0.2418 0.0840
H 3.8989 0.4205 -1.3423
O 0.7903 0.0861 2.6633
C 1.4146 -0.9234 3.0651
C 1.6288 -2.1082 2.2990
C 2.3682 -3.1597 2.8627
C 2.5854 -4.2859 2.1119
C 2.0953 -4.4216 0.8202
C 1.3564 -3.3964 0.2457
C 1.1269 -2.2522 0.9851
O 0.4099 -1.2437 0.4334
N 3.3731 -5.3958 2.7046
O 3.7792 -5.2230 3.8298
O 3.5453 -6.3656 2.0081
H 1.8247 -0.8815 4.0775
H 2.7693 -3.1029 3.8671
H 2.2972 -5.3367 0.2789
H 0.9633 -3.4845 -0.7571

No. 4
Formula: C5H10N2O
Source: OMol25
Level of theory: ωB97M-V/def2-TZVPD

Calculated values
- max |F| (eV Å⁻¹) = 2.7
- M (g/mol) = 114.15
- gap between HOMO and LUMO (spin up / spin down) (eV) = 8.454 / 8.466
- highest occupied orbital energy (spin up / spin down) (eV) = -8.10 / -8.12
- relative energy (zero: lowest compared OMol25 entry of this formula, charge and spin) (kJ/mol) = 421.0
- net charge = 0

Atoms and positions in Å:
C 1.6892 -0.5573 0.3252
C 2.2440 0.3221 1.4069
C 1.6834 -0.0912 -0.9998
N 0.5983 -0.7070 -1.2738
H 1.5310 -1.5807 0.6513
H 2.1056 0.7780 -1.4907
H 2.8703 1.1295 1.0154
H 1.4383 0.7717 1.9900
H 2.8775 -0.2413 2.0950
C -2.2428 1.0407 -0.6727
C -1.7285 -0.0922 0.1828
N -1.5213 -1.2674 -0.5014
O -1.3675 0.0208 1.3349
H -1.2556 -2.0852 0.0372
H -1.8089 -1.3761 -1.4528
H -3.2273 0.7866 -1.0682
H -2.3185 1.9403 -0.0661
H -1.5672 1.2088 -1.5131

No. 5
Formula: C12H19NO
Source: OMol25
Level of theory: ωB97M-V/def2-TZVPD

Calculated values
- max |F| (eV Å⁻¹) = 4.2
- M (g/mol) = 193.29
- gap between HOMO and LUMO (eV) = 9.580
- highest occupied orbital energy (eV) = -8.91
- SMILES string = CCN(C)C(C)=O.Cc1ccccc1
- relative energy (zero: lowest compared OMol25 entry of this formula, charge and spin) (kJ/mol) = 318.2
- net charge = 0

Atoms and positions in Å:
C 0.8240 1.7224 -1.3873
C 1.0368 0.6091 -0.3476
N 2.2937 0.9176 0.3639
C 3.2347 -0.3042 0.3656
C 2.8449 2.0582 0.8073
C 2.0345 3.1321 1.4347
O 4.0275 2.0042 1.1700
H -0.2163 2.2364 -1.2728
H 0.8154 1.1102 -2.2706
H 1.8082 2.4837 -1.4619
H 0.1967 0.5485 0.4235
H 1.0166 -0.3760 -0.7850
H 2.8635 -1.1426 0.9170
H 3.5379 -0.3115 -0.7517
H 3.9315 -0.2141 1.2475
H 0.9533 3.1215 1.1404
H 2.0173 2.9308 2.4953
H 2.5635 4.1476 1.2392
C -1.5849 -2.1802 1.7850
C -2.2683 -1.9220 0.4650
C -2.6019 -0.5574 0.1988
C -3.0588 -0.1615 -1.0452
C -3.2001 -1.1521 -2.0578
C -2.7416 -2.4341 -1.8159
C -2.4037 -2.8564 -0.5631
H -2.0708 -1.7207 2.6662
H -0.7373 -1.5510 1.5170
H -1.1859 -3.1507 2.0225
H -2.4081 0.0952 1.0383
H -3.4439 0.8318 -1.3107
H -3.4969 -1.0507 -3.1390
H -2.7048 -3.0666 -2.6492
H -1.8769 -3.7976 -0.4396

No. 6
Formula: C5H12FP
Source: OMol25
Level of theory: ωB97M-V/def2-TZVPD

Calculated values
- max |F| (eV Å⁻¹) = 3.8
- M (g/mol) = 122.12
- gap between HOMO and LUMO (eV) = 7.915
- highest occupied orbital energy (eV) = -7.11
- SMILES string = CC(C)=P(C)(C)F
- relative energy (zero: lowest compared OMol25 entry of this formula, charge and spin) (kJ/mol) = 86.1
- net charge = 0

Atoms and positions in Å:
C 0.9314 -1.1517 -1.5693
C 0.9382 -0.1423 -0.4977
C 1.9483 0.9231 -0.4423
P -0.1605 -0.2114 0.7683
C -1.1117 1.2003 1.4576
C -1.3670 -1.5493 0.6713
F 0.4771 -0.6507 2.2606
H 0.1840 -1.8532 -1.3737
H 1.9072 -1.6120 -1.7868
H 0.6393 -0.6623 -2.5985
H 2.3684 1.0549 -1.4880
H 1.6473 1.8459 0.1309
H 2.8828 0.4891 -0.0433
H -0.5120 2.0429 1.7493
H -1.8272 1.6890 0.8434
H -1.7274 0.9931 2.4350
H -2.2727 -1.4015 -0.0374
H -0.9610 -2.6698 0.6538
H -1.8992 -1.6407 1.7184

No. 7
Formula: C13H20F9N2O4
Source: OMol25
Level of theory: ωB97M-V/def2-TZVPD

Calculated values
- max |F| (eV Å⁻¹) = 2.1
- M (g/mol) = 439.29
- gap between HOMO and LUMO (eV) = 9.878
- highest occupied orbital energy (eV) = -13.10
- net charge = +1

Atoms and positions in Å:
F 1.0860 4.3917 1.4581
C 0.5454 3.9181 0.3554
F -0.4802 3.2109 0.6583
F 0.2244 4.9588 -0.3478
N 1.5851 3.1182 -0.3255
C 2.1888 2.1280 0.6452
C 2.4383 0.7357 0.0239
N 1.1347 0.2496 -0.4603
C 0.5522 1.1002 -1.5282
C 1.1308 2.5229 -1.6315
H 2.3295 3.7870 -0.5507
H 1.5543 1.9509 1.5167
H 3.1446 2.5288 0.9950
H 2.7440 0.0878 0.8508
H 3.2030 0.7470 -0.7707
H 1.3355 -0.6368 -0.9189
H 0.7922 0.6168 -2.4904
H -0.5394 1.0742 -1.4492
H 0.3172 3.1660 -1.9945
H 1.9190 2.6253 -2.3809
C -4.1665 3.2140 2.2615
C -2.9486 2.3265 2.4103
O -3.1435 1.3565 3.4490
C -3.8185 0.2586 3.1005
O -4.2596 0.0340 2.0123
C -3.9073 -0.7029 4.2921
F -4.2174 -0.0603 5.4281
F -2.7292 -1.3247 4.4887
F -4.8320 -1.6425 4.0955
H -4.4210 3.6753 3.2163
H -3.9825 3.9994 1.5277
H -5.0345 2.6379 1.9410
H -2.0892 2.9259 2.7096
H -2.6919 1.8357 1.4702
C 0.7209 -5.7108 -3.6013
C 0.9936 -5.4820 -2.1304
O 2.1862 -4.6868 -1.9450
C 2.0421 -3.3804 -2.0514
O 1.0184 -2.7966 -2.2860
C 3.3763 -2.6784 -1.7824
F 4.4023 -3.2695 -2.3973
F 3.6605 -2.6597 -0.4666
F 3.3408 -1.3987 -2.2007
H 1.5922 -6.1514 -4.0875
H -0.1307 -6.3773 -3.7318
H 0.5070 -4.7719 -4.1132
H 1.1828 -6.4319 -1.6344
H 0.1437 -5.0190 -1.6299

No. 8
Formula: C5H8N2O
Source: OMol25
Level of theory: ωB97M-V/def2-TZVPD

Calculated values
- max |F| (eV Å⁻¹) = 5.1
- M (g/mol) = 112.13
- gap between HOMO and LUMO (eV) = 8.456
- highest occupied orbital energy (eV) = -7.57
- SMILES string = Cc1ccn(C)[n+]1[O-]
- relative energy (zero: lowest compared OMol25 entry of this formula, charge and spin) (kJ/mol) = 381.7
- net charge = 0

Atoms and positions in Å:
C 2.3860 -0.5543 -0.0676
C 1.0828 0.0232 -0.0351
C 0.6793 1.2980 -0.0772
C -0.6934 1.3174 -0.0265
N -1.1403 0.0223 0.0900
C -2.4636 -0.5608 -0.0726
N 0.0223 -0.7903 0.0237
O -0.0544 -1.9893 0.2954
H 2.9713 -0.7580 0.7745
H 2.1859 -1.5235 -0.5631
H 3.1702 0.1141 -0.6374
H 1.3505 2.2381 -0.0160
H -1.3814 2.0184 -0.1827
H -2.2811 -1.3937 -0.8855
H -2.7763 -1.1943 0.7825
H -3.2756 0.0948 -0.4122